1.
77
Properties=species:S:1:pos:R:3:lowdin_charge:R:1 method="wB97M-V/def2-TZVPD" multiplicity=4 homo_lumo_gap_ev="5.5 / 5.6" total_charge=+1 e_homo_ev="-9.7 / -9.7"
Nd 2.02208 1.01716 2.04906 1.961
C 1.09119 2.78955 3.61823 -0.303
C 0.15977 1.70095 3.54696 -0.336
C 2.11674 0.92633 4.51312 -0.347
C 2.31846 2.30968 4.17852 -0.313
C 0.77820 0.54582 4.12606 -0.352
C 0.71064 4.22113 3.43865 0.000
H -0.20147 4.30947 2.84362 0.079
H 1.50667 4.77369 2.93670 0.062
H 0.51251 4.68593 4.41607 0.116
C 3.59302 3.09188 4.35847 -0.012
H 3.44765 4.15267 4.11671 0.087
H 4.39296 2.71348 3.70359 0.092
H 3.98926 3.03629 5.38559 0.102
C 3.24959 0.00389 4.80514 -0.025
H 3.98724 0.50633 5.44151 0.102
H 3.76237 -0.29072 3.86604 0.078
H 2.89422 -0.89094 5.32282 0.100
C 0.15557 -0.81992 4.13476 -0.023
H -0.17016 -1.09391 5.15230 0.109
H 0.81506 -1.62688 3.77398 0.087
H -0.75020 -0.84013 3.51260 0.084
C -1.28428 1.83560 3.15604 -0.011
H -1.91263 1.53975 4.01138 0.113
H -1.55523 1.21401 2.29558 0.060
H -1.51181 2.87036 2.88190 0.073
C -1.04118 2.53701 -1.61380 -0.101
C -1.80841 3.09069 -0.66741 -0.108
C -3.09142 2.58502 -0.08925 -0.181
C -3.54634 1.16291 -0.53835 -0.188
C -2.76999 0.04772 0.07170 -0.119
C -1.63696 -0.51989 -0.35568 -0.138
C -0.59048 0.10906 -1.21737 -0.222
C -1.11285 1.16910 -2.22318 -0.188
H -3.88788 3.29573 -0.38162 0.122
H -3.59490 1.09896 -1.63134 0.104
H -3.07971 2.61782 1.02100 0.098
H -2.10286 0.91752 -2.61598 0.089
H -0.16869 3.09975 -1.96913 0.101
H -1.50101 4.07049 -0.26567 0.108
H -0.40464 1.19642 -3.07710 0.107
H 0.21749 0.56855 -0.59327 0.087
H -1.31994 -1.44944 0.13446 0.105
H -0.04120 -0.69663 -1.74448 0.031
H -4.58565 1.05109 -0.17473 0.119
H -3.22412 -0.31058 1.00692 0.112
P -0.63758 -2.46858 -3.30074 0.811
P 0.13387 -5.08443 -2.30335 0.771
C -0.85878 -3.84657 -4.57488 -0.427
C -0.10183 -5.09410 -4.16207 -0.463
H -0.50333 -3.47602 -5.54320 0.071
H -1.92774 -4.06110 -4.68086 0.069
H -0.64659 -6.00231 -4.44493 0.071
H 0.88715 -5.14645 -4.63065 0.076
C 0.96455 -6.74620 -2.35212 -0.336
H 1.05190 -7.14035 -1.33784 0.027
H 1.96084 -6.62599 -2.78539 0.030
H 0.38646 -7.44176 -2.96512 0.034
C -1.57461 -5.77964 -2.01635 -0.305
H -1.81513 -6.51303 -2.79231 0.038
H -2.32188 -4.98051 -2.02203 0.023
H -1.58102 -6.27996 -1.04376 0.032
C 0.43961 -1.48850 -4.43518 -0.293
H 0.72211 -0.52979 -3.99128 0.012
H -0.09082 -1.33348 -5.38332 0.044
H 1.34804 -2.07621 -4.62666 0.047
C -2.32572 -1.76524 -3.59850 -0.275
H -3.03090 -2.59344 -3.75237 0.036
H -2.29802 -1.14735 -4.50784 0.049
H -2.66876 -1.17434 -2.74071 0.002
F 3.84549 5.38642 -0.96265 0.154
C 2.81648 4.55008 -0.67538 -0.487
F 1.64781 5.22052 -0.88768 0.138
F 2.86091 3.52146 -1.56604 0.124
C 2.84527 4.07403 0.80496 -0.468
O 3.12521 4.89988 1.65598 0.118
O 2.52037 2.82018 0.96114 -0.239

2.
77
Properties=species:S:1:pos:R:3:lowdin_charge:R:1 method="wB97M-V/def2-TZVPD" multiplicity=5 homo_lumo_gap_ev="5.3 / 2.7" total_charge=+2 e_homo_ev="-11.7 / -13.5"
Ru -0.40541 0.64060 -0.09689 0.908
C -0.65464 -2.05256 0.51396 -0.195
C 0.71666 -2.25862 0.23003 -0.221
C 0.59154 -0.41423 1.63136 -0.333
C -0.77940 -0.90291 1.37886 -0.384
C 1.48489 -1.31999 0.94939 -0.194
C -1.78237 -2.91522 0.11003 -0.023
H -1.54755 -3.49928 -0.78586 0.072
H -2.66844 -2.29679 -0.08154 0.088
H -2.05216 -3.63361 0.89801 0.117
C -1.90708 -0.64316 2.29931 -0.023
H -2.86296 -0.79108 1.78928 0.090
H -1.85658 0.37957 2.67455 0.061
H -1.86644 -1.32517 3.16095 0.117
C 0.96274 0.43276 2.78496 -0.026
H 1.15706 -0.18772 3.67015 0.115
H 0.14411 1.11668 3.01823 0.064
H 1.86684 1.01198 2.57044 0.082
C 2.95830 -1.33144 1.10271 -0.016
H 3.26774 -1.90954 1.98862 0.119
H 3.34722 -0.31258 1.23431 0.084
H 3.44476 -1.79623 0.23560 0.084
C 1.26936 -3.34546 -0.61662 -0.028
H 1.64106 -4.17835 -0.00403 0.108
H 2.10622 -2.97888 -1.22541 0.080
H 0.50046 -3.74342 -1.28675 0.074
C -2.06424 0.92286 -6.44457 0.063
C -1.96469 -0.40638 -6.57114 0.062
C -1.11504 -1.10574 -7.59698 -0.115
C 0.27981 -0.48229 -7.87628 -0.163
C 1.01412 0.06676 -6.68292 -0.085
C 0.94272 1.32937 -6.24092 -0.119
C 0.03337 2.40191 -6.77610 -0.137
C -1.34262 1.92072 -7.30675 -0.121
H -1.63320 -1.17003 -8.57227 0.165
H 0.17643 0.28860 -8.65070 0.114
H -0.98246 -2.14707 -7.26428 0.136
H -1.21559 1.53454 -8.32459 0.126
H -2.76311 1.35400 -5.71812 0.139
H -2.57772 -1.07207 -5.95323 0.144
H -1.98234 2.81289 -7.38798 0.141
H -0.12514 3.13283 -5.96720 0.120
H 1.62530 1.65585 -5.44723 0.102
H 0.52561 2.96337 -7.59116 0.145
H 0.90710 -1.27831 -8.30850 0.136
H 1.69262 -0.64200 -6.19193 0.122
P -1.31810 0.41594 -2.16137 0.771
P 1.32918 1.55856 -1.23206 0.763
C -0.52516 1.61230 -3.32575 -0.374
C 0.64673 2.38429 -2.72933 -0.355
H -1.29419 2.30450 -3.69735 0.092
H -0.19824 1.03022 -4.19607 0.039
H 1.46673 2.48678 -3.45706 0.077
H 0.32845 3.40051 -2.45392 0.094
C 2.29277 2.75742 -0.31132 -0.210
H 2.82380 2.24840 0.50253 0.053
H 1.62384 3.51140 0.12452 0.048
H 3.01297 3.23980 -0.98652 0.071
C 2.44586 0.28409 -1.86962 -0.214
H 2.90152 0.63060 -2.80160 0.056
H 1.90865 -0.64793 -2.06365 0.017
H 3.22974 0.06970 -1.13544 0.046
C -3.07672 0.60463 -2.43290 -0.225
H -3.61657 -0.10758 -1.79681 0.064
H -3.33631 0.42314 -3.48522 0.042
H -3.38542 1.61907 -2.15145 0.061
C -0.84845 -1.21835 -2.84092 -0.215
H 0.18562 -1.46510 -2.57331 0.024
H -0.94626 -1.23848 -3.93554 0.032
H -1.50428 -1.98216 -2.40101 0.043
F -1.40539 3.38963 -0.73449 -0.017
C -1.57696 2.43696 0.27710 -0.411
F -2.93277 2.11450 0.30559 0.000
C -1.31360 3.20715 1.60770 -0.531
F -1.98049 4.38604 1.62728 0.152
F -1.74635 2.49264 2.68817 0.109
F 0.01361 3.48772 1.79193 0.104